# 1
ORCA calculation (the ωB97M-V functional and the def2-TZVPD basis) on one molecule with the formula C4H7NO2 in a non-equilibrium geometry.

```
! RIJCOSX wB97M-V def2-TZVPD def2/J DEFGRID3
* xyz 0 1
C -1.70353 0.76208 -0.03656
C -0.64528 -0.13836 0.57716
O -0.28934 -1.13922 -0.38192
C 1.11622 -1.33496 -0.34930
C 1.53046 0.08132 -0.15721
N 2.09584 1.07929 -0.64991
O 0.55331 0.51360 0.88716
H -2.05505 1.51217 0.67922
H -2.55611 0.14664 -0.34109
H -1.30836 1.26989 -0.92219
H -1.01274 -0.62022 1.48992
H 1.41205 -1.81704 -1.28015
H 1.43874 -1.93332 0.51281
H 1.42379 1.61813 -0.02793
*
```

Summary:
HOMO ... -10.07 eV
Kohn-Sham gap ... 11.00 eV
SMILES ... [H]/N=C1/CO[C@H](C)O1

***

# 2
ORCA calculation (the ωB97M-V functional and the def2-TZVPD basis) on a 2-piece molecular cluster, C5H10N2 overall in a non-equilibrium geometry.

```
! RIJCOSX wB97M-V def2-TZVPD def2/J DEFGRID3
* xyz 0 1
C 1.49844 -0.97030 -0.55134
C -1.48318 1.59091 -0.35383
C 1.03159 -0.83718 0.90798
C -0.30977 2.19833 -0.22619
N 0.11985 -1.20402 -0.92281
C -0.40704 -1.00635 0.32500
N -1.54492 -1.32319 0.77056
H -0.34755 -1.37335 -1.79912
H -1.60495 -1.34289 1.78216
H 2.15827 -1.80956 -0.74956
H 1.92473 -0.05441 -0.97758
H -2.11640 1.39007 0.50329
H -1.91048 1.40031 -1.32686
H 1.33835 -1.64981 1.56271
H 1.23837 0.11412 1.39015
H 0.10825 2.44565 0.74269
H 0.30644 2.43166 -1.07725
*
```

Summary:
HOMO ... -8.72 eV
Kohn-Sham gap ... 9.82 eV
SMILES ... [H]/N=C1\CCN1.C=C

***

# 3
ORCA calculation (the ωB97M-V functional and the def2-TZVPD basis) on a 2-piece molecular cluster, C3H2F2O2 overall in a non-equilibrium geometry.

```
! RIJCOSX wB97M-V def2-TZVPD def2/J DEFGRID3
* xyz 0 3
C 2.14675 -0.14888 -0.06882
C -1.29878 -0.49878 0.45735
C -0.87680 0.55417 -0.26759
O 3.08791 -0.56715 0.42226
O 1.29087 0.35538 -0.63771
F -1.55140 -1.64922 -0.22132
F -0.55055 1.75272 0.21021
H -1.17878 -0.61631 1.46041
H -1.06922 0.81806 -1.35479
*
```

Summary:
HOMO (spin up / spin down) ... -5.49 / -12.83 eV
Kohn-Sham gap (spin up / spin down) ... 6.00 / 11.08 eV
⟨S²⟩ ... 2.005

***

# 4
ORCA calculation (the ωB97M-V functional and the def2-TZVPD basis) on one molecule with the formula C4H10O.

```
! RIJCOSX wB97M-V def2-TZVPD def2/J DEFGRID3
* xyz 0 1
C 1.97277 0.15265 -0.07512
C 0.68238 -0.64718 -0.24612
C -0.53363 0.26787 -0.40637
C -1.86975 -0.44396 -0.21543
O -0.40936 1.30058 0.56668
H 1.87827 0.83415 0.77337
H 2.17987 0.76259 -0.96270
H 2.83132 -0.50305 0.09703
H 0.74886 -1.30172 -1.12557
H 0.53027 -1.30395 0.62059
H -0.49588 0.70679 -1.41796
H -2.07969 -1.16942 -1.00914
H -1.88062 -0.96420 0.74872
H -2.68221 0.29205 -0.20508
H -0.90844 2.06288 0.25648
*
```

Summary:
HOMO ... -10.28 eV
Kohn-Sham gap ... 11.26 eV
SMILES ... CC[C@@H](C)O

***

# 5
ORCA calculation (the ωB97M-V functional and the def2-TZVPD basis) on a 9-piece molecular cluster, C46H102FN10O12 overall in a non-equilibrium geometry.

```
! RIJCOSX wB97M-V def2-TZVPD def2/J DEFGRID3
* xyz 1 1
C 2.51294 -1.00285 6.81668
C 3.08773 -0.65083 5.46938
O 2.91903 -1.71372 4.52966
C 2.74377 -1.15191 3.24559
C 2.80921 -2.21689 2.15487
O 3.49555 -1.77878 0.98839
C 2.87560 -0.68520 0.31797
C 3.82905 0.52681 0.32626
O 3.15913 1.79020 0.34710
C 2.64505 2.07786 1.62261
C 2.02624 3.46446 1.54089
C 1.90783 4.11786 2.92719
N 0.69993 3.79369 3.67345
C -0.29274 3.00204 2.94835
C -1.55714 2.96757 3.78194
C -2.75448 2.29984 3.09310
C -3.63080 1.54413 4.09182
C -5.14206 1.73800 3.89028
C -5.59662 1.77268 2.44236
C -5.47365 0.43417 1.72451
O -4.30940 0.43104 0.90025
C -4.35482 -0.68433 0.00526
C -0.49679 3.66078 1.59755
C -0.87512 5.13940 1.66797
N 0.73923 3.37598 0.76139
C 0.78920 4.14745 -0.52090
F 1.85988 3.71441 -1.22941
C -0.41874 3.90783 -1.39975
C -0.50677 2.45570 -1.87137
H 1.45438 -0.76316 6.84303
H 2.97933 -0.40662 7.59269
H 2.62832 -2.05029 7.06980
H 2.55712 0.23395 5.09561
H 4.13867 -0.38849 5.52821
H 1.74936 -0.69432 3.22355
H 3.52449 -0.41936 3.04834
H 3.33885 -3.08552 2.53535
H 1.81415 -2.54971 1.85458
H 2.72883 -0.97595 -0.71477
H 1.88256 -0.45934 0.70500
H 4.51531 0.49173 1.17279
H 4.45436 0.46871 -0.55421
H 3.45376 2.08416 2.35103
H 1.85808 1.36003 1.85970
H 2.73800 4.05587 0.98015
H 2.76220 3.76017 3.49430
H 2.05510 5.19024 2.82217
H 0.90322 3.42283 4.58956
H 0.08930 1.97814 2.85672
H -1.32988 2.39996 4.68206
H -1.82811 3.96099 4.11539
H -2.45920 1.65430 2.26994
H -3.33890 3.09882 2.64304
H -3.38044 0.48580 4.07915
H -3.40630 1.86973 5.10387
H -5.47563 2.61784 4.43743
H -5.64116 0.88882 4.35821
H -5.12066 2.57451 1.89311
H -6.65641 2.01640 2.45620
H -5.36141 -0.35165 2.47595
H -6.38977 0.24116 1.16416
H -3.34814 -0.95864 -0.29422
H -4.91784 -0.40561 -0.88234
H -4.80875 -1.52672 0.52140
H -1.31265 3.13329 1.11841
H 0.00487 5.75651 1.53073
H -1.18534 5.33695 2.68386
H -1.66503 5.41908 0.98633
H 0.66410 2.40014 0.45241
H 0.97350 5.19572 -0.32283
H -1.33845 4.24347 -0.94674
H -0.26783 4.56605 -2.24476
H 0.46500 1.97086 -1.92783
H -0.96290 2.39194 -2.84566
H -1.09759 1.88237 -1.15786
C 6.97162 -2.08613 5.38277
O 5.94153 -1.71731 5.92030
N 7.25513 -1.95599 4.07565
C 8.50688 -2.42355 3.50777
C 6.27549 -1.33139 3.20830
H 7.77943 -2.57819 5.94983
H 9.04431 -1.58722 3.05673
H 8.30806 -3.17481 2.74140
H 9.12942 -2.86617 4.28170
H 6.07250 -0.31345 3.55248
H 5.34525 -1.89704 3.24074
H 6.64725 -1.30233 2.18727
C 5.62351 -6.88918 3.98300
O 6.12363 -7.58797 3.12322
N 4.47572 -6.19759 3.83921
C 3.92858 -5.37274 4.90078
C 3.76764 -6.28374 2.57424
H 6.08500 -6.75878 4.97784
H 2.93379 -5.73408 5.17042
H 3.85003 -4.33831 4.55805
H 4.56779 -5.40740 5.78023
H 3.49716 -7.32017 2.36985
H 4.40989 -5.93378 1.76439
H 2.86739 -5.67463 2.61478
C -2.48254 7.16435 -2.84287
O -2.46640 6.05272 -2.33101
N -2.03594 7.44594 -4.07312
C -2.08626 8.78990 -4.62350
C -1.48506 6.37089 -4.88297
H -2.88100 8.04493 -2.31401
H -2.69388 8.79532 -5.52936
H -1.07792 9.12673 -4.86841
H -2.52257 9.47670 -3.90202
H -2.23763 5.59579 -5.03094
H -0.62909 5.92505 -4.37483
H -1.17055 6.76015 -5.84707
C -6.47276 2.35264 -1.16750
O -7.66358 2.11940 -1.07113
N -5.93509 3.33118 -1.92090
C -4.50241 3.54893 -1.98163
C -6.81874 4.18635 -2.69434
H -5.71319 1.75911 -0.63513
H -4.26176 4.55777 -1.64623
H -4.15576 3.42579 -3.01062
H -3.98897 2.82699 -1.34509
H -7.51346 4.70013 -2.02896
H -7.39939 3.58380 -3.39364
H -6.23257 4.91883 -3.24423
C 2.54170 -2.60514 -2.65803
O 1.55549 -2.07671 -2.16271
N 2.75294 -2.75649 -3.97017
C 3.94706 -3.39559 -4.48878
C 1.75403 -2.26681 -4.91078
H 3.35949 -3.01184 -2.03634
H 4.49203 -2.69819 -5.12706
H 3.66992 -4.27213 -5.07696
H 4.59431 -3.70726 -3.67104
H 1.61716 -1.19313 -4.77074
H 0.80206 -2.76158 -4.72379
H 2.06939 -2.46675 -5.92725
C 0.93663 -4.75288 -7.97748
O 1.24577 -3.62610 -7.61669
N -0.20250 -5.37723 -7.65472
C -0.50808 -6.72258 -8.11994
C -1.16304 -4.68266 -6.81472
H 1.59235 -5.36004 -8.62269
H -1.42443 -6.69802 -8.71264
H -0.65224 -7.38347 -7.26393
H 0.29949 -7.11366 -8.73087
H -1.47748 -3.75688 -7.29824
H -0.70498 -4.42956 -5.85771
H -2.02875 -5.31719 -6.64599
C 2.74616 -9.12713 -9.31839
O 1.54876 -8.95804 -9.16728
N 3.70463 -8.66576 -8.49435
C 5.11354 -8.90922 -8.74212
C 3.31628 -7.90546 -7.31928
H 3.15070 -9.69944 -10.16964
H 5.54668 -9.46236 -7.90667
H 5.64033 -7.95941 -8.85197
H 5.24073 -9.48999 -9.65268
H 2.67041 -8.51173 -6.68241
H 2.76327 -7.01611 -7.61779
H 4.20226 -7.61087 -6.76266
C -7.25168 3.93593 5.84875
O -6.46801 4.32479 4.99723
N -8.58417 4.06282 5.77340
C -9.46677 3.57852 6.81842
C -9.15810 4.70829 4.60250
H -6.91477 3.43300 6.77126
H -10.15065 2.83298 6.40913
H -10.04692 4.40775 7.22678
H -8.88837 3.12435 7.61996
H -8.87819 4.15998 3.70251
H -8.77464 5.72518 4.51630
H -10.24085 4.73381 4.69049
*
```

Summary:
HOMO ... -10.40 eV
Kohn-Sham gap ... 8.77 eV

***

# 6
ORCA calculation (the ωB97M-V functional and the def2-TZVPD basis) on a 2-piece molecular cluster, C2H9NS overall in a non-equilibrium geometry.

```
! RIJCOSX wB97M-V def2-TZVPD def2/J DEFGRID3
* xyz 0 1
S 0.01416 -3.24876 0.97314
H -1.08114 -2.75638 0.30741
C 1.14986 1.33669 -0.44317
C -0.08977 0.78906 0.36422
N -1.24229 0.41706 -0.48883
H 2.02126 1.00980 0.11269
H 1.35941 0.78854 -1.38155
H 0.99240 2.39995 -0.59428
H 0.31142 0.01645 0.99290
H -0.38811 1.46593 1.09427
H -1.54319 1.30314 -0.94790
H -1.89596 0.08008 0.19593
H 0.39195 -3.60156 -0.18482
*
```

Summary:
HOMO ... -9.41 eV
Kohn-Sham gap ... 10.37 eV
SMILES ... CCN.S